Entry 1:
The following is a DFT calculation (ωB97M-V/def2-TZVPD) of the ion C15H21N2O2 with charge +1 at a distorted geometry.

SMILES: CCOC(=O)[C@H]([N+]#N)[C@H](C)c1c(C)cc(C)cc1C
net charge: +1
spin multiplicity: 1
LUMO level: -7.0 eV
HOMO level: -12.15 eV
relative energy (zero: lowest compared OMol25 entry of this formula, charge and spin): 89.1 kJ/mol

Each line ends with the natural charge from an NBO analysis.
CARTESIAN COORDINATES (ANGSTROEM)
H  -2.07  0.22  1.12  0.194
C  -3.21  0.11  2.95  -0.636
C  4.39  -1.95  -0.94  -0.659
C  4.99  -3.98  0.34  -0.248
C  3.49  -5.22  1.69  -0.212
C  1.56  -1.12  2.06  -0.143
C  5.84  -6.06  1.48  -0.644
C  4.78  -5.04  1.20  0.053
H  5.99  -3.94  -0.09  0.219
H  5.41  -2.06  -1.33  0.242
H  -1.64  1.43  2.42  0.216
H  3.26  -6.09  2.29  0.219
H  2.06  -1.14  0.12  0.222
C  1.12  -4.53  2.06  -0.636
O  -0.82  -0.47  2.65  -0.496
C  4.05  -3.01  0.06  0.126
C  1.75  -2.01  0.68  -0.178
H  1.19  -5.43  2.69  0.239
C  -1.95  0.40  2.21  -0.064
C  0.36  -2.41  0.13  -0.638
N  2.70  -0.16  2.25  0.113
H  -3.13  0.56  3.91  0.220
H  6.19  -6.61  0.59  0.241
C  2.79  -3.09  0.76  -0.142
N  3.75  -0.10  1.74  0.367
C  2.49  -4.28  1.47  0.031
H  -3.36  -0.95  3.01  0.222
H  -0.12  -1.53  -0.32  0.232
H  4.38  -0.98  -0.45  0.202
H  6.73  -5.59  1.93  0.235
H  0.34  -3.20  -0.67  0.263
H  0.33  -4.67  1.30  0.236
O  0.39  1.04  1.62  -0.561
H  -0.24  -2.72  1.02  0.230
H  3.73  -1.95  -1.82  0.234
H  -4.07  0.56  2.48  0.241
C  0.36  -0.07  2.15  0.763
H  5.45  -6.84  2.15  0.226
H  1.51  -1.75  2.92  0.277
H  0.85  -3.69  2.72  0.192

***

Entry 2:
The following is a DFT calculation (ωB97M-V/def2-TZVPD) of a cluster of 2 separate species, C15H21N3O2 in total at a distorted geometry.

spin multiplicity: 1
LUMO level: -1.5 eV
HOMO level: -6.79 eV
relative energy (zero: lowest compared OMol25 entry of this formula, charge and spin): 1737.0 kJ/mol

Each line ends with the natural charge from an NBO analysis.
CARTESIAN COORDINATES (ANGSTROEM)
C  2.87  -4.00  -2.16  -0.210
H  -2.86  3.22  -0.98  0.472
H  -1.12  -0.07  1.94  0.330
H  1.40  -0.67  2.21  0.175
H  2.77  -2.71  -5.84  0.237
C  -0.97  -1.38  -0.68  -0.234
N  -1.49  0.03  -0.49  -0.341
C  -1.08  -1.95  -2.21  -0.461
H  4.46  -4.22  -4.00  0.250
N  -0.91  4.61  3.64  -0.838
H  -3.37  3.16  2.46  0.236
C  -2.01  1.08  -1.45  0.189
H  -1.59  -1.23  -2.98  0.230
C  0.40  -2.53  -2.73  -0.031
H  -0.05  4.05  3.92  0.412
C  1.95  0.22  2.53  -0.731
H  -0.18  3.67  1.79  0.228
H  3.51  -4.57  -1.34  0.253
C  -2.11  1.97  0.81  0.233
H  -1.92  2.13  3.09  0.281
H  -2.07  0.96  -2.62  0.273
C  -1.48  0.47  0.96  -0.054
O  1.57  -0.18  4.81  -0.759
C  -2.27  2.84  2.20  -0.490
C  0.95  -2.29  -4.29  -0.239
C  2.44  -2.90  -4.72  -0.221
C  -1.21  4.11  2.22  -0.227
C  3.41  -3.76  -3.72  -0.230
O  0.97  1.84  3.93  -0.827
H  3.01  -0.02  2.59  0.222
C  1.45  0.67  3.89  0.749
H  -1.60  5.01  1.57  0.180
H  1.02  -3.57  -0.63  0.227
H  1.81  1.00  1.78  0.187
H  -1.77  -2.92  -2.15  0.249
C  1.40  -3.39  -1.74  -0.253
H  0.26  -1.70  -5.05  0.234
H  -1.63  -2.08  0.03  0.238
H  0.13  -1.41  -0.23  0.270
H  -1.67  4.22  4.26  0.346
N  -2.43  2.31  -0.63  -0.556

***

Entry 3:
The following is a DFT calculation (ωB97M-V/def2-TZVPD) of the molecule C15H21N3O2S.

SMILES: CCOC(=O)c1ccc(NC(=S)N2CCN(C)CC2)cc1
spin multiplicity: 1
LUMO level: 0.5 eV
HOMO level: -8.11 eV
relative energy (zero: lowest compared OMol25 entry of this formula, charge and spin): 152.4 kJ/mol

Each line ends with the natural charge from an NBO analysis.
CARTESIAN COORDINATES (ANGSTROEM)
H  3.64  -1.99  -1.09  0.253
C  4.49  1.09  0.84  -0.223
C  1.54  -0.71  -0.45  0.304
C  -7.57  -0.19  1.34  -0.634
H  3.27  1.70  -0.82  0.194
H  0.94  1.18  -0.83  0.396
H  -8.65  -0.31  1.39  0.215
C  -2.86  -0.86  0.12  -0.151
C  -3.58  0.20  -0.45  -0.200
C  -0.79  0.19  -0.50  0.170
H  -7.33  0.87  1.27  0.224
N  2.81  -0.29  -0.26  -0.419
H  -7.43  -0.49  -0.79  0.199
H  6.55  -0.57  1.49  0.164
N  0.60  0.28  -0.53  -0.599
H  2.39  1.50  0.73  0.220
N  5.58  0.61  0.01  -0.443
C  -7.02  -0.93  0.13  -0.073
C  -5.06  0.24  -0.45  0.783
H  7.03  1.14  1.39  0.202
H  5.96  -1.14  -1.08  0.213
H  -3.45  2.08  -1.45  0.237
S  1.20  -2.32  -0.61  -0.246
H  4.72  2.11  1.16  0.210
H  7.56  0.01  0.14  0.204
C  3.92  -1.21  -0.39  -0.241
H  -0.94  -1.68  0.54  0.240
O  -5.71  1.15  -0.89  -0.609
C  6.73  0.27  0.80  -0.407
H  -3.39  -1.68  0.58  0.230
H  4.14  -1.68  0.57  0.198
C  -2.88  1.26  -1.02  -0.135
C  5.14  -0.44  -0.90  -0.233
C  -1.48  -0.86  0.10  -0.201
H  4.37  0.47  1.76  0.171
H  -7.26  -1.99  0.17  0.188
C  -1.51  1.26  -1.05  -0.259
O  -5.60  -0.87  0.08  -0.509
H  4.89  0.02  -1.86  0.193
H  -7.13  -0.59  2.25  0.209
H  -0.98  2.09  -1.49  0.206
C  3.17  1.08  0.08  -0.239

***

Entry 4:
The following is a DFT calculation (ωB97M-V/def2-TZVPD) of the molecule C15H21N3O3S at a distorted geometry.

SMILES: COc1cc(C)c(S(=O)(=O)NCCCn2ccnc2)cc1C
spin multiplicity: 1
LUMO level: 0.6 eV
HOMO level: -8.59 eV
relative energy (zero: lowest compared OMol25 entry of this formula, charge and spin): 188.5 kJ/mol

Each line ends with the natural charge from an NBO analysis.
CARTESIAN COORDINATES (ANGSTROEM)
C  0.69  0.55  0.86  -0.158
H  3.00  2.06  1.02  0.215
C  -0.13  -1.50  1.84  0.057
H  -3.53  -0.93  -0.23  0.398
H  -2.58  1.17  -1.80  0.247
O  3.56  -1.39  1.85  -0.506
H  -0.82  -0.63  -1.28  0.217
H  1.38  -2.83  2.53  0.218
H  -3.40  -0.03  -2.81  0.205
H  1.69  3.37  -1.70  0.210
H  -1.22  -0.32  -4.10  0.206
N  1.83  1.36  -2.37  -0.475
H  -1.67  -2.87  1.35  0.233
C  2.01  0.18  1.06  -0.076
H  -1.95  1.30  -4.24  0.214
H  -1.97  -1.80  -1.97  0.201
H  3.48  -2.66  3.49  0.178
N  -0.26  1.18  -3.06  -0.347
C  -1.25  -2.40  2.23  -0.654
C  -0.11  2.44  -2.56  -0.095
C  0.94  0.57  -2.91  0.163
H  0.46  1.49  0.40  0.248
C  1.18  2.54  -2.14  -0.102
C  -2.44  0.27  -2.40  -0.438
H  -2.04  -1.82  2.70  0.255
N  -2.52  -0.90  -0.19  -0.858
H  1.13  -0.44  -3.22  0.196
C  3.88  -2.61  2.48  -0.252
H  3.52  -3.47  1.90  0.177
C  2.26  -1.07  1.67  0.410
H  4.97  -2.64  2.52  0.203
H  -0.92  3.14  -2.54  0.222
S  -2.01  0.29  0.90  2.310
O  -1.95  1.58  0.27  -0.954
C  3.13  1.06  0.61  -0.657
O  -2.88  0.16  2.04  -0.942
H  4.08  0.66  0.92  0.228
H  -0.91  -3.18  2.92  0.212
C  -1.88  -0.82  -1.49  -0.243
C  -1.48  0.60  -3.55  -0.201
C  1.20  -1.88  2.05  -0.332
C  -0.35  -0.27  1.25  -0.395
H  3.11  1.14  -0.48  0.263

***

Entry 5:
The following is a DFT calculation (ωB97M-V/def2-TZVPD) of the molecule C15H21N3O4S2.

SMILES: COCCn1c(SCC(=O)N2CCOCC2)nc2c(c1=O)SCC2
spin multiplicity: 1
LUMO level: 0.5 eV
HOMO level: -7.70 eV
relative energy (zero: lowest compared OMol25 entry of this formula, charge and spin): 14.2 kJ/mol

Each line ends with the natural charge from an NBO analysis.
CARTESIAN COORDINATES (ANGSTROEM)
H  -0.55  3.03  5.23  0.200
O  2.43  0.07  -4.00  -0.613
S  -0.20  0.29  -5.80  0.274
C  0.05  0.13  -4.08  -0.341
C  -0.44  2.31  4.41  -0.078
H  3.64  -2.87  0.88  0.169
S  0.08  -0.23  0.34  0.239
H  -3.10  0.73  -3.66  0.237
H  -2.33  1.35  4.84  0.196
C  -1.80  1.77  3.98  -0.258
H  3.25  0.43  -1.91  0.254
C  0.58  0.28  3.95  -0.079
H  -2.19  1.62  -5.65  0.217
O  -2.64  1.90  1.39  -0.615
N  -1.08  -0.07  -2.01  -0.539
H  0.05  2.80  3.56  0.170
C  2.53  -0.18  -1.36  -0.261
H  -2.00  -1.17  1.08  0.232
C  3.02  -1.64  -1.38  -0.071
H  2.42  0.18  -0.34  0.217
C  2.59  -2.56  0.76  -0.249
H  -2.78  -0.94  -4.15  0.228
H  1.94  -3.31  1.22  0.197
H  2.44  -1.60  1.27  0.161
C  -0.75  -0.33  3.50  -0.248
C  -2.01  0.55  -5.54  -0.501
C  -2.02  0.91  1.72  0.673
H  4.07  -1.67  -1.05  0.174
N  -1.61  0.72  2.99  -0.437
H  2.96  -2.01  -2.40  0.211
H  -2.20  0.05  -0.23  0.306
C  1.34  0.05  -3.46  0.626
C  -2.37  0.07  -4.13  -0.452
O  0.38  1.28  4.91  -0.520
H  -2.41  2.55  3.53  0.254
C  -1.09  0.05  -3.34  0.248
H  1.21  -0.48  4.41  0.197
H  -0.57  -1.10  2.74  0.217
H  -1.25  -0.79  4.36  0.204
H  1.10  0.69  3.07  0.168
H  -2.54  0.01  -6.32  0.229
C  -1.70  -0.18  0.72  -0.625
C  0.07  -0.11  -1.41  0.347
O  2.23  -2.51  -0.60  -0.538
N  1.26  -0.06  -2.05  -0.417

***

Entry 6:
The following is a DFT calculation (ωB97M-V/def2-TZVPD) of a cluster of 2 separate species, C15H21N3O5 in total at a distorted geometry.

SMILES: CNC(=O)[C@@H](NC(C)=O)[C@@H](C)O.O=C1C=C2NCC=C2C=C1O
spin multiplicity: 1
LUMO level: -0.5 eV
HOMO level: -8.49 eV
relative energy (zero: lowest compared OMol25 entry of this formula, charge and spin): 209.2 kJ/mol

Each line ends with the natural charge from an NBO analysis.
CARTESIAN COORDINATES (ANGSTROEM)
C  1.64  -0.73  -3.68  0.662
C  2.36  2.52  -0.49  -0.706
O  -4.16  -2.45  5.64  -0.647
H  2.44  0.32  -6.39  0.201
C  -0.64  -0.17  -2.71  0.097
N  1.45  0.49  -1.44  -0.603
H  -1.05  -1.03  -3.23  0.198
C  -1.16  -1.33  3.75  -0.090
H  3.52  -0.81  -5.56  0.228
C  -3.61  -0.21  4.63  0.447
N  -0.42  0.63  2.81  -0.606
C  -1.49  0.08  -1.46  -0.626
C  0.84  -0.47  -2.39  -0.158
H  -2.53  0.17  -1.76  0.233
H  0.55  -2.56  3.22  0.222
H  2.47  3.57  -0.77  0.252
O  1.30  2.40  -2.61  -0.675
H  -1.18  1.00  -0.96  0.197
H  1.80  0.10  -0.58  0.400
C  1.66  1.79  -1.61  0.696
H  3.35  2.08  -0.34  0.233
H  1.78  2.44  0.42  0.225
C  -3.29  -1.64  4.93  0.291
H  -0.19  1.65  -3.22  0.488
H  0.83  -1.44  -1.88  0.241
C  3.06  0.18  -5.51  -0.415
H  -3.78  -3.33  5.78  0.484
H  -1.39  -0.76  -0.77  0.197
C  0.06  -1.60  3.19  -0.152
C  -2.09  -2.18  4.50  -0.297
H  2.04  1.22  -3.95  0.420
C  -1.47  0.05  3.49  0.312
N  2.23  0.29  -4.30  -0.611
O  -0.78  0.95  -3.55  -0.736
H  -1.84  -3.21  4.70  0.208
C  0.62  -0.38  2.51  -0.250
H  3.84  0.93  -5.49  0.201
H  1.59  -0.10  2.94  0.214
O  1.77  -1.89  -4.06  -0.638
H  -2.90  1.64  3.69  0.230
O  -4.66  0.32  5.00  -0.542
H  0.72  -0.54  1.43  0.194
C  -2.66  0.61  3.89  -0.420
H  -0.61  1.42  2.19  0.402

***

Entry 7:
The following is a DFT calculation (ωB97M-V/def2-TZVPD) of a structure of composition C15H21N4O4ReS3Se.

net charge: -1
spin multiplicity: 2
LUMO level (alpha / beta): 2.3 / 2.3 eV
HOMO level (alpha / beta): -3.91 / -4.11 eV
relative energy (zero: lowest compared OMol25 entry of this formula, charge and spin): 0.0 kJ/mol

Each line ends with the natural charge from an NBO analysis.
CARTESIAN COORDINATES (ANGSTROEM)
C  -2.25  2.70  -2.13  -0.210
H  1.80  -2.15  -2.51  0.234
H  -2.13  1.76  2.19  0.455
H  -0.07  -6.54  -0.52  0.229
H  -3.91  4.74  0.93  0.201
C  1.47  -5.09  -0.84  0.009
H  3.06  1.50  1.24  0.228
S  -0.83  -2.32  0.62  -0.199
H  -1.40  4.32  1.40  0.213
S  2.97  -0.87  -0.26  2.321
N  -2.42  3.00  -0.70  -0.586
S  -2.16  0.38  -0.03  -0.072
C  2.43  -3.40  0.58  -0.085
C  -3.50  4.69  1.94  -0.616
H  3.04  1.69  -0.52  0.237
C  -0.55  -3.28  1.98  0.094
H  -2.20  3.96  -0.44  0.399
C  1.40  -4.17  -1.88  -0.225
O  1.61  3.73  0.28  -0.680
H  1.55  -7.22  -0.53  0.212
N  -2.39  2.50  1.54  -0.575
H  -3.30  5.71  2.28  0.213
O  3.40  -0.43  -1.57  -0.973
H  2.05  -5.40  1.20  0.219
H  2.84  -3.07  1.53  0.239
C  2.01  -4.70  0.38  -0.227
N  1.76  0.15  0.24  -0.917
C  2.33  -2.49  -0.47  -0.379
O  0.23  2.09  0.86  -0.776
H  0.79  -6.75  -2.05  0.205
C  -0.80  2.65  -2.58  -0.624
N  -0.40  -4.01  2.86  -0.457
H  -2.75  1.75  -2.32  0.223
C  -2.32  2.11  0.28  0.444
C  -2.21  3.87  1.99  -0.242
O  3.97  -0.93  0.77  -0.961
Re  -0.10  0.01  0.96  0.623
C  1.83  -2.87  -1.70  -0.151
Se  -0.35  -0.09  3.22  -0.320
C  2.42  1.48  0.35  -0.381
C  0.91  -6.48  -1.00  -0.628
H  -4.26  4.25  2.59  0.214
C  1.38  2.55  0.49  0.790
H  -0.26  1.85  -2.07  0.232
H  0.99  -4.48  -2.84  0.202
H  -1.84  3.81  3.01  0.227
H  -0.76  2.44  -3.66  0.211
H  -2.80  3.47  -2.67  0.191
H  -0.28  3.59  -2.39  0.219

***

Entry 8:
The following is a DFT calculation (ωB97M-V/def2-TZVPD) of the molecule C15H21NO2.

SMILES: Cc1ccccc1CC(=O)N1C[C@@H](C)O[C@@H](C)C1
spin multiplicity: 1
LUMO level: 0.8 eV
HOMO level: -8.90 eV
relative energy (zero: lowest compared OMol25 entry of this formula, charge and spin): 0.0 kJ/mol

Each line ends with the natural charge from an NBO analysis.
CARTESIAN COORDINATES (ANGSTROEM)
C  -0.15  -1.68  -0.81  0.703
H  0.85  -0.24  -2.03  0.228
H  -1.83  1.21  -1.32  0.160
H  -0.59  0.62  1.42  0.202
C  1.12  -1.09  -1.40  -0.534
H  4.62  1.50  0.26  0.208
C  3.01  0.37  -0.57  -0.014
H  3.79  1.91  -1.84  0.220
C  2.14  -0.70  -0.37  -0.021
C  -3.26  -0.49  0.03  0.094
C  -4.60  -0.87  0.64  -0.617
C  2.23  -1.44  0.81  -0.201
H  -2.10  -1.29  1.66  0.193
C  -2.12  -1.36  0.57  -0.253
H  -4.84  -1.90  0.41  0.215
N  -0.86  -0.89  0.03  -0.445
H  -2.50  3.36  -0.25  0.224
C  3.94  0.68  0.42  -0.208
O  -0.51  -2.82  -1.07  -0.633
C  3.15  -1.13  1.78  -0.211
H  2.04  1.72  -1.93  0.211
C  4.01  -0.06  1.59  -0.209
O  -3.02  0.88  0.32  -0.535
C  -1.65  2.81  0.14  -0.618
H  0.31  0.85  -0.09  0.224
H  -2.25  -2.40  0.27  0.253
H  -3.30  -0.62  -1.07  0.166
H  3.21  -1.71  2.69  0.214
H  1.56  -2.28  0.95  0.219
H  -0.74  3.21  -0.29  0.209
C  -1.80  1.34  -0.22  0.095
H  -5.38  -0.22  0.25  0.222
H  1.54  -1.86  -2.05  0.254
C  2.98  1.18  -1.84  -0.633
H  4.74  0.20  2.34  0.213
H  -1.63  2.92  1.22  0.214
H  3.09  0.54  -2.71  0.220
C  -0.63  0.50  0.33  -0.240
H  -4.56  -0.74  1.72  0.211